# 1
C27H36N3O | wB97M-V/def2-TZVPD

```
! RIJCOSX wB97M-V def2-TZVPD def2/J DEFGRID3
* xyz 1 1
C -2.47 -4.03 -1.84
N -2.19 -2.78 -1.17
C -2.33 -1.59 -1.83
O -2.63 -1.47 -3.02
C -2.00 -0.48 -0.84
C -3.18 0.46 -0.57
C -3.59 1.25 -1.78
C -4.90 1.20 -2.25
C -5.21 1.76 -3.49
C -4.23 2.48 -4.20
C -2.96 2.64 -3.65
C -2.64 2.04 -2.43
N -1.61 -1.21 0.35
C -1.24 -0.49 1.43
C -0.82 -1.06 2.62
C -0.47 -0.38 3.78
C -0.05 -1.11 4.94
C 0.38 -0.50 6.15
C 0.73 -1.26 7.26
C 0.66 -2.67 7.21
C 0.26 -3.30 6.04
C -0.08 -2.54 4.93
C -1.74 -2.69 0.23
C -2.77 -3.27 1.19
C -0.41 -3.44 0.40
H -2.80 -3.81 -2.85
H -1.58 -4.67 -1.90
H -3.27 -4.58 -1.33
H -1.14 0.10 -1.24
H -4.03 -0.15 -0.21
H -2.90 1.14 0.23
H -5.65 0.67 -1.66
H -6.21 1.63 -3.91
H -4.47 2.92 -5.17
H -2.20 3.23 -4.17
H -1.64 2.15 -1.99
H -1.26 0.60 1.32
H -0.79 -2.15 2.61
H -0.62 0.70 3.80
H 0.44 0.59 6.20
H 1.07 -0.79 8.18
H 0.92 -3.27 8.08
H 0.19 -4.39 5.96
H -0.39 -3.08 4.03
H -3.77 -2.87 0.97
H -2.80 -4.37 1.07
H -2.52 -3.05 2.23
H 0.28 -3.20 -0.42
H 0.08 -3.20 1.35
H -0.61 -4.52 0.39
C 0.36 5.57 4.25
C 0.48 4.54 5.37
C 0.84 3.14 4.88
N 0.22 2.70 3.65
C -0.23 3.65 2.64
C -0.51 5.08 3.10
H -0.02 6.53 4.65
H 1.37 5.76 3.87
H 1.26 4.87 6.07
H -0.46 4.48 5.94
H 1.94 3.04 4.83
H 0.52 2.40 5.63
H 0.69 1.90 3.23
H 0.45 3.68 1.76
H -1.17 3.24 2.24
H -1.57 5.13 3.39
H -0.38 5.76 2.26
*
```

Results
Kohn-Sham gap ... 6.2 eV
Energy relative to the best compared isomer or geometry (same formula, charge and spin) ... 0.800 eV
LUMO level ... -4.815 eV

***

# 2
C27H36N7O12 | wB97M-V/def2-TZVPD

```
! RIJCOSX wB97M-V def2-TZVPD def2/J DEFGRID3
* xyz -1 1
N 0.29 0.96 -0.24
O 1.39 1.64 -0.43
O 0.14 -0.18 -0.77
O -0.60 1.44 0.49
C -2.85 -1.10 1.75
C -1.93 -1.28 2.83
C -2.37 -2.08 4.14
C -3.67 -3.07 4.08
C -4.61 -2.85 2.90
C -4.11 -1.85 1.80
N -3.96 -4.07 5.18
O -3.34 -3.98 6.21
O -4.86 -4.89 5.00
H -2.50 -0.32 1.08
H -1.01 -0.67 2.92
H -1.73 -2.34 5.03
H -5.32 -3.51 2.73
H -4.59 -1.58 0.86
C 2.02 2.33 -3.88
C 1.63 0.89 -4.34
C 1.32 0.77 -5.77
C 1.59 1.89 -6.79
C 2.17 3.31 -6.26
C 2.39 3.36 -4.76
N 1.43 1.66 -8.24
O 1.33 0.43 -8.67
O 1.44 2.70 -8.97
H 2.14 2.53 -2.92
H 1.36 0.18 -3.63
H 1.20 -0.13 -6.17
H 2.32 4.18 -6.99
H 2.77 4.32 -4.48
C 1.57 2.05 3.00
C 1.74 3.03 4.12
C 2.37 2.57 5.52
C 2.61 0.96 5.57
C 2.65 0.08 4.36
C 2.03 0.74 3.09
N 3.06 0.47 6.88
O 3.40 1.38 7.70
O 3.26 -0.69 7.05
H 1.07 2.40 2.19
H 1.46 3.96 4.02
H 2.70 3.27 6.34
H 2.83 -1.00 4.42
H 1.97 0.12 2.25
C 5.81 -2.54 -0.53
O 7.01 -2.86 -0.32
N 5.17 -1.45 -0.18
C 3.79 -1.01 -0.40
C 5.99 -0.49 0.66
H 5.17 -3.36 -0.95
H 3.29 -1.33 0.59
H 3.29 -1.54 -1.25
H 3.63 0.01 -0.31
H 6.98 -0.47 0.55
H 5.83 -0.57 1.72
H 5.54 0.50 0.22
C -0.83 -3.19 -4.58
O 0.05 -2.28 -4.69
N -1.23 -3.54 -3.35
C -2.19 -4.73 -3.05
C -0.90 -2.67 -2.19
H -0.95 -3.71 -5.59
H -2.77 -4.90 -4.06
H -2.73 -4.48 -2.09
H -1.65 -5.76 -2.89
H -0.85 -2.93 -1.30
H -1.55 -1.80 -2.18
H 0.06 -2.31 -2.38
C -6.17 3.89 1.33
O -6.97 3.28 2.12
N -5.12 3.31 0.77
C -4.19 4.08 -0.13
C -4.52 1.93 1.01
H -6.42 4.95 1.28
H -4.11 5.07 0.02
H -4.49 3.96 -1.11
H -3.05 3.86 -0.02
H -4.39 1.99 2.01
H -3.49 1.72 0.43
H -5.25 1.34 0.65
*
```

Results
Kohn-Sham gap ... 7.4 eV
Energy relative to the best compared isomer or geometry (same formula, charge and spin) ... 1.548 eV
LUMO level ... 0.655 eV

***

# 3
C27H37AsBBiCl2NO9P2 | wB97M-V/def2-TZVPD

```
! RIJCOSX wB97M-V def2-TZVPD def2/J DEFGRID3
* xyz 1 1
Bi -0.70 0.85 1.20
N -4.96 3.87 0.50
C -4.11 2.62 0.46
C -4.98 1.43 0.08
P -3.55 2.41 2.22
O -2.45 3.58 2.40
O -4.74 2.70 3.04
O -2.81 1.09 2.23
P -2.72 3.01 -0.69
O -3.12 2.21 -2.02
O -2.76 4.48 -0.89
O -1.45 2.37 -0.15
H -5.38 3.93 1.45
H -5.70 3.84 -0.20
H -4.34 4.67 0.28
H -5.78 1.30 0.82
H -4.38 0.52 0.07
H -5.41 1.57 -0.91
H -2.71 4.19 3.09
H -3.01 2.76 -2.81
Cl 1.45 -0.60 3.86
C -0.15 -1.14 4.41
Cl -1.08 -1.87 3.08
H -0.70 -0.28 4.77
H -0.01 -1.89 5.18
O 1.03 0.70 -0.28
As 2.67 0.39 -0.13
C 3.32 1.22 1.46
C 4.22 0.57 2.29
C 4.64 1.19 3.46
C 4.16 2.45 3.79
C 3.26 3.10 2.95
C 2.84 2.49 1.78
C 3.61 1.07 -1.63
C 4.58 2.05 -1.48
C 5.25 2.53 -2.60
C 4.94 2.03 -3.85
C 3.97 1.04 -4.00
C 3.30 0.56 -2.89
C 3.00 -1.48 -0.03
C 1.99 -2.32 0.45
C 2.24 -3.68 0.57
C 3.47 -4.20 0.20
C 4.47 -3.36 -0.29
C 4.23 -2.00 -0.41
H 4.58 -0.42 2.04
H 5.34 0.69 4.12
H 4.48 2.93 4.70
H 2.89 4.08 3.21
H 2.14 2.99 1.13
H 4.82 2.44 -0.49
H 6.01 3.29 -2.49
H 5.47 2.40 -4.72
H 3.74 0.66 -4.99
H 2.54 -0.21 -3.00
H 1.02 -1.92 0.71
H 1.46 -4.33 0.94
H 3.66 -5.26 0.29
H 5.42 -3.77 -0.58
H 5.00 -1.35 -0.80
C -1.22 -3.57 -2.26
C -1.89 -2.29 -1.82
C -2.28 -1.44 -3.02
O -0.93 -1.49 -1.06
B -1.64 -0.84 -0.10
O -2.93 -1.26 0.02
C -3.05 -2.47 -0.80
C -2.84 -3.65 0.14
C -4.44 -2.50 -1.40
H -0.40 -3.33 -2.95
H -1.92 -4.22 -2.78
H -0.80 -4.12 -1.42
H -1.38 -1.19 -3.59
H -2.75 -0.50 -2.71
H -2.96 -1.98 -3.68
H -1.84 -3.63 0.56
H -2.98 -4.59 -0.38
H -3.56 -3.59 0.95
H -4.66 -1.59 -1.97
H -5.18 -2.59 -0.61
H -4.55 -3.36 -2.07
*
```

Results
Kohn-Sham gap ... 9.4 eV
Energy relative to the best compared isomer or geometry (same formula, charge and spin) ... 0.000 eV
LUMO level ... -1.998 eV

***

# 4
C27H37Cl3N2OPtSi4 | wB97M-V/def2-TZVPD

```
! RIJCOSX wB97M-V def2-TZVPD def2/J DEFGRID3
* xyz 0 3
Pt -1.59 -0.06 0.37
C -4.77 -3.03 -0.24
C -3.50 -2.45 -0.41
N -3.32 -1.16 -0.32
C -4.39 -0.33 -0.09
C -5.70 -0.83 0.08
C -5.85 -2.22 0.01
C -6.74 0.09 0.35
C -6.47 1.42 0.45
C -5.15 1.94 0.27
C -4.83 3.31 0.39
C -3.50 3.73 0.14
C -2.54 2.82 -0.20
N -2.80 1.46 -0.29
C -4.11 1.05 -0.03
H -4.87 -4.10 -0.32
H -2.63 -3.06 -0.61
H -6.84 -2.64 0.16
H -7.75 -0.28 0.49
H -7.27 2.11 0.69
H -5.61 4.02 0.65
H -3.23 4.77 0.21
H -1.54 3.13 -0.46
Cl 4.51 -4.88 0.48
C 3.37 -3.60 0.14
C 2.80 -2.95 1.37
C 2.19 -1.61 0.99
Cl -1.08 -1.91 1.68
C 1.96 -1.27 -0.28
O 1.55 0.01 -0.57
C 2.13 -2.18 -1.47
Cl 3.54 -2.44 -4.32
C 3.05 -3.31 -1.11
H 3.63 -2.76 2.06
H 3.48 -3.89 -1.93
C 1.51 -0.08 -3.73
Si 2.82 -1.11 -2.89
C 0.72 -2.70 -1.86
C 4.28 -0.13 -2.28
Si 0.48 0.90 0.42
Si 1.41 3.05 -0.02
C 0.97 4.15 1.44
C 3.26 3.12 -0.28
C 0.68 3.78 -1.59
Si 1.71 -0.31 2.23
C 0.67 -0.69 3.71
C 1.80 -3.91 2.09
C 3.21 0.68 2.72
H 1.38 -0.39 -4.77
H 1.79 0.98 -3.72
H 0.54 -0.17 -3.22
H 0.69 -3.07 -2.90
H -0.02 -1.91 -1.77
H 0.43 -3.52 -1.19
H 5.22 -0.66 -2.49
H 4.22 0.04 -1.20
H 4.33 0.85 -2.78
H 1.43 3.78 2.37
H -0.12 4.17 1.60
H 1.31 5.17 1.28
H 3.82 2.83 0.61
H 3.55 4.14 -0.54
H 3.57 2.46 -1.10
H -0.41 3.84 -1.57
H 0.96 3.18 -2.46
H 1.06 4.80 -1.74
H -0.25 -1.19 3.42
H 0.42 0.24 4.24
H 1.22 -1.34 4.40
H 0.79 -3.52 2.01
H 2.06 -4.03 3.14
H 1.81 -4.90 1.63
H 2.96 1.63 3.20
H 3.83 0.88 1.85
H 3.81 0.09 3.43
*
```

Results
Kohn-Sham gap (alpha / beta) ... 5.0 / 5.6 eV
LUMO level (alpha / beta) ... -0.286 / -2.664 eV

***

# 5
C27H37Cl5N5O4SSiSr | wB97M-V/def2-TZVPD

```
! RIJCOSX wB97M-V def2-TZVPD def2/J DEFGRID3
* xyz -1 1
Sr 0.40 0.22 -0.94
Cl 8.06 0.28 0.11
C 6.43 0.12 -0.46
C 5.36 0.19 0.42
Cl 5.64 0.47 2.11
C 4.06 0.06 -0.04
Cl 2.70 0.09 1.05
C 3.74 -0.13 -1.42
O 2.55 -0.21 -1.82
C 4.87 -0.22 -2.28
Cl 4.54 -0.47 -3.96
C 6.17 -0.10 -1.81
Cl 7.49 -0.21 -2.93
C 0.40 3.89 2.77
C 0.82 2.93 1.63
N 0.02 1.72 1.69
C -1.37 2.03 1.36
C -1.90 3.13 2.29
N -0.87 3.33 3.38
C -0.59 2.01 4.05
C 0.11 1.10 3.00
H 0.16 4.89 2.43
H 1.12 3.94 3.58
H 1.87 2.67 1.74
H 0.67 3.37 0.64
H -1.94 1.10 1.42
H -1.40 2.36 0.32
H -2.83 2.88 2.79
H -2.00 4.10 1.80
H -1.22 3.98 4.06
H -1.55 1.62 4.38
H 0.03 2.21 4.92
H -0.34 0.11 2.97
H 1.16 0.96 3.26
C -1.59 -2.09 -4.75
N -0.95 -2.66 -3.58
C -1.06 -3.98 -3.26
C -0.53 -4.47 -2.13
C 0.15 -3.54 -1.27
N 0.29 -2.27 -1.59
C -0.29 -1.79 -2.72
O -0.27 -0.59 -3.04
N 0.68 -3.97 -0.12
H -1.92 -2.91 -5.39
H -0.89 -1.46 -5.28
H -2.45 -1.48 -4.46
H -1.61 -4.59 -3.97
H -0.63 -5.52 -1.88
H 0.42 -4.89 0.20
H 0.91 -3.29 0.63
S 0.89 -2.31 2.68
C -0.41 -3.34 3.24
C -1.76 -2.94 3.17
C -2.79 -3.74 3.62
C -2.54 -5.00 4.15
C -1.22 -5.44 4.21
C -0.18 -4.63 3.76
H -1.98 -1.97 2.72
H -3.82 -3.39 3.54
H -3.34 -5.64 4.50
H -0.99 -6.42 4.61
H 0.84 -4.97 3.82
C 0.37 3.03 -4.15
Si -0.51 3.24 -2.52
C -2.27 2.61 -2.75
C -0.70 5.10 -2.22
O 0.21 2.52 -1.28
H -0.18 3.51 -4.97
H 0.48 1.97 -4.39
H 1.37 3.46 -4.12
H -2.77 3.05 -3.62
H -2.88 2.83 -1.86
H -2.28 1.52 -2.87
H -1.13 5.62 -3.09
H 0.26 5.56 -1.99
H -1.38 5.28 -1.37
C -2.79 -0.89 -0.54
O -1.56 -0.38 -0.19
H -3.21 -1.58 0.21
H -2.77 -1.46 -1.49
H -3.56 -0.10 -0.69
*
```

Results
Kohn-Sham gap ... 5.1 eV
Energy relative to the best compared isomer or geometry (same formula, charge and spin) ... 1.221 eV
LUMO level ... 1.189 eV

***

# 6
C27H37ClN8OPtS5 | wB97M-V/def2-TZVPD

```
! RIJCOSX wB97M-V def2-TZVPD def2/J DEFGRID3
* xyz 0 1
Pt 0.58 -0.74 0.11
N 2.47 2.10 0.88
C 3.10 1.03 0.55
N 2.53 -0.14 0.17
C 3.46 -1.13 -0.06
C 4.75 -0.79 0.06
S 4.87 0.87 0.53
C 2.92 -2.45 -0.34
C 3.56 -3.60 -0.60
S 2.43 -4.89 -0.77
C 1.14 -3.79 -0.46
N 1.53 -2.55 -0.27
N -0.15 -4.21 -0.49
H 0.66 1.75 0.52
H 3.08 2.85 1.18
H 5.62 -1.42 -0.05
H 4.62 -3.77 -0.69
H -0.32 -5.20 -0.40
H -0.84 -3.60 -0.09
S -2.48 0.79 3.79
C -1.17 0.64 2.75
S 0.21 -0.29 2.88
S -1.48 1.63 1.32
C -1.84 1.53 -1.71
C -0.49 1.95 -1.16
C 0.60 1.59 -2.16
C -0.48 3.47 -0.94
N -0.19 1.26 0.16
H -2.01 2.05 -2.66
H -2.66 1.79 -1.03
H -1.88 0.46 -1.90
H 0.39 2.08 -3.11
H 0.64 0.51 -2.32
H 1.58 1.92 -1.80
H -0.61 3.97 -1.91
H 0.47 3.79 -0.52
H -1.28 3.80 -0.29
C -6.50 -3.06 4.40
C -5.68 -3.75 3.31
C -6.62 -4.47 2.33
C -4.84 -4.84 4.00
C -4.73 -2.71 2.61
O -3.61 -2.55 3.48
C -5.34 -1.32 2.39
C -6.60 -1.15 1.52
C -6.36 -1.18 0.03
C -6.88 -2.19 -0.77
C -6.66 -2.21 -2.14
C -5.92 -1.20 -2.71
Cl -5.61 -1.22 -4.43
C -5.41 -0.16 -1.95
C -5.62 -0.16 -0.58
C -4.20 -3.33 1.31
N -3.16 -2.56 0.62
C -2.05 -1.99 1.09
N -1.35 -1.52 0.05
C -2.11 -1.83 -1.03
N -3.20 -2.47 -0.73
H -7.04 -3.81 4.98
H -7.25 -2.38 3.98
H -5.86 -2.51 5.08
H -7.31 -5.09 2.90
H -6.08 -5.13 1.65
H -7.22 -3.78 1.74
H -5.52 -5.59 4.43
H -4.22 -4.43 4.79
H -4.18 -5.37 3.30
H -3.43 -1.61 3.64
H -4.55 -0.67 2.00
H -5.56 -0.92 3.38
H -7.02 -0.17 1.78
H -7.36 -1.88 1.78
H -7.47 -2.97 -0.32
H -7.06 -3.01 -2.75
H -4.85 0.63 -2.42
H -5.21 0.64 0.02
H -4.99 -3.45 0.57
H -3.78 -4.31 1.53
H -1.75 -1.94 2.12
H -1.81 -1.62 -2.05
*
```

Results
Kohn-Sham gap ... 6.8 eV
Energy relative to the best compared isomer or geometry (same formula, charge and spin) ... 0.000 eV
LUMO level ... -0.085 eV